[1]
Here is a molecular structure, C16H34Cl22F3GaO2P at a distorted geometry from OMol25. Energies are from ωB97M-V/def2-TZVPD.

XYZ file:
```
79
Properties=species:S:1:pos:R:3:forces:R:3
C 5.0982 -0.5986 -3.2141 0.611 0.032 0.126
C 4.9480 -0.1880 -1.7415 -0.117 0.227 -0.427
Ga 3.6057 1.2705 -1.3406 0.411 -0.552 0.745
C 1.6755 0.7001 -1.2691 -0.212 0.277 -0.313
C 1.3509 -0.4120 -2.2426 0.173 0.539 0.052
O 1.8358 -0.0926 -3.5398 -0.025 -0.254 0.032
C -0.1564 -0.7469 -2.3616 -0.531 -0.386 -0.052
F -0.6184 -0.7519 -3.6369 0.149 0.012 0.239
F -0.9783 0.1039 -1.6984 0.234 -0.191 -0.148
F -0.4259 -1.9911 -1.8696 0.067 0.384 -0.005
P 3.5401 3.0940 -2.8797 -0.563 -0.119 0.283
O 2.2155 3.8343 -2.7896 -0.047 0.133 -0.097
H 6.1049 -0.9920 -3.3975 -0.053 -0.074 -0.063
H 4.9986 0.2532 -3.8881 -0.282 -0.024 -0.097
H 4.4047 -1.3880 -3.5043 -0.215 0.239 -0.128
H 4.7094 -1.0674 -1.1372 0.019 -0.009 0.104
H 5.9174 0.1731 -1.3898 0.005 0.016 0.140
H 3.9893 1.9005 0.0930 -0.028 0.220 -0.109
H 1.1155 1.5947 -1.5564 -0.106 -0.055 -0.056
H 1.3720 0.5010 -0.2434 0.155 -0.319 -0.093
H 1.8413 -1.3312 -1.9199 -0.033 -0.131 -0.246
H 1.5896 0.8247 -3.7093 0.044 0.143 -0.041
H 3.7412 2.6887 -4.2309 0.391 0.161 -0.042
H 4.5994 4.0146 -2.6766 0.305 -0.074 -0.332
C -0.5520 1.7384 2.5514 -0.095 0.170 -0.022
Cl 0.5559 0.8549 3.6220 -0.030 -0.001 -0.006
Cl -0.8079 0.9148 1.0180 -0.244 -0.140 0.343
H -1.5083 1.8234 3.0553 0.008 0.037 0.049
H -0.1359 2.7204 2.3538 0.097 -0.032 -0.057
C -2.9278 -0.7500 3.5567 0.019 -0.057 -0.148
Cl -2.9756 -1.8487 4.9339 -0.111 0.194 -0.147
Cl -4.0807 0.5922 3.7165 -0.024 -0.007 0.003
H -1.9360 -0.3275 3.4795 0.087 -0.054 0.084
H -3.1729 -1.3065 2.6610 -0.047 -0.007 -0.011
C -7.1935 0.8984 1.3777 0.052 0.015 0.007
Cl -8.6271 0.0268 1.9402 0.000 0.001 0.016
Cl -7.1443 1.0339 -0.3848 0.007 0.006 0.000
H -7.2144 1.8960 1.7971 -0.036 0.030 -0.011
H -6.3128 0.3626 1.7077 0.008 -0.044 -0.016
C -1.2770 2.0479 -5.5178 0.087 -0.014 0.096
Cl -2.3633 2.8885 -6.6451 -0.058 -0.024 -0.078
Cl 0.2040 2.9452 -5.2180 0.061 0.003 0.094
H -1.7990 1.9463 -4.5787 -0.076 -0.032 0.074
H -1.0331 1.0770 -5.9249 0.027 -0.040 -0.124
C 0.6395 5.0255 -0.5918 0.077 0.100 -0.212
Cl 1.0375 5.1864 1.1352 -0.076 0.014 0.109
Cl -0.3815 3.6257 -0.9136 -0.202 0.095 0.100
H 0.0728 5.8936 -0.9050 0.270 -0.061 0.250
H 1.5646 4.9075 -1.1530 -0.144 -0.167 -0.050
C -1.1002 -5.3729 3.9819 0.001 -0.003 -0.054
Cl -2.0117 -4.5348 2.7139 0.061 -0.051 0.006
Cl 0.1616 -4.3680 4.7043 -0.011 0.010 -0.014
H -1.7908 -5.6669 4.7635 -0.047 0.069 0.010
H -0.6277 -6.2390 3.5339 -0.066 0.246 0.099
C 7.2308 -4.1861 -1.7621 -0.026 -0.054 0.019
Cl 5.8016 -3.6441 -2.6350 0.050 -0.243 0.050
Cl 8.4039 -2.8816 -1.5162 0.015 -0.005 0.002
H 6.9246 -4.5519 -0.7901 -0.008 0.039 0.037
H 7.7135 -4.9685 -2.3341 0.021 0.006 -0.033
C -5.1854 3.8702 -3.8943 0.011 -0.123 -0.038
Cl -3.6382 3.3478 -3.2365 0.017 0.088 0.188
Cl -5.2375 5.6169 -4.1892 -0.019 0.033 -0.010
H -5.3438 3.3617 -4.8373 0.025 0.040 -0.052
H -5.9623 3.6240 -3.1814 -0.013 0.028 0.032
C -1.1743 -4.0858 8.7212 -0.036 -0.082 -0.038
Cl -2.1072 -3.2217 7.4962 0.078 -0.107 0.263
Cl 0.0998 -3.0847 9.4271 0.011 0.004 0.013
H -1.8445 -4.3933 9.5139 -0.018 0.033 0.027
H -0.7109 -4.9443 8.2505 0.050 0.018 -0.034
C 0.9741 -9.3467 4.2732 -0.015 0.001 0.015
Cl 0.0496 -8.4836 3.0332 0.069 -0.303 -0.099
Cl 2.1858 -8.3178 5.0372 0.006 0.007 0.017
H 0.2826 -9.6875 5.0330 -0.024 0.017 0.019
H 1.4739 -10.1821 3.8002 0.035 0.011 -0.037
C -2.7903 7.2543 -1.4078 0.032 -0.162 -0.046
Cl -3.3220 8.7492 -0.6231 -0.021 0.029 0.017
Cl -1.2058 7.4180 -2.1709 -0.194 0.253 -0.194
H -2.7247 6.4756 -0.6575 0.021 0.003 0.038
H -3.5089 6.9922 -2.1742 -0.012 0.019 -0.017
```
Positions in Å, forces in eV/Å.

E = -13470.50832 Eh
total charge = -1

[2]
Here is 2 unconnected molecules or ions with the total composition C16H34FN2O4S from OMol25. Energies are from ωB97M-V/def2-TZVPD.

XYZ file:
```
58
Properties=species:S:1:pos:R:3:forces:R:3
C 3.3343 2.7855 -0.2192 0.045 0.014 0.023
C 3.2330 2.5999 -1.7328 -0.016 0.014 -0.029
C 4.6418 2.4930 -2.3162 0.028 0.046 0.013
C 2.4116 1.3656 -2.1386 0.002 -0.073 -0.014
C 0.9212 1.5863 -2.4190 -0.046 -0.047 -0.020
C 0.2770 0.3261 -3.0017 -0.091 0.068 -0.036
C 0.1667 1.9994 -1.1680 0.036 -0.001 0.145
O -1.2352 2.2680 -1.4368 0.097 0.032 -0.133
N -1.6257 3.5980 -1.3310 -0.053 -0.096 0.076
S -1.1257 4.6110 -2.5550 0.057 0.023 -0.027
O -1.9720 5.7443 -2.5287 0.054 0.021 0.105
O 0.2855 4.7441 -2.6633 -0.014 -0.027 -0.029
F -1.5691 3.7008 -3.7280 -0.050 -0.035 -0.060
H 3.8725 1.9436 0.2251 -0.028 -0.009 0.012
H 2.3663 2.8593 0.2761 0.012 -0.047 -0.003
H 3.8899 3.6938 0.0211 0.009 0.001 -0.008
H 2.7532 3.4839 -2.1681 -0.011 0.005 0.048
H 5.1045 1.5455 -2.0265 -0.004 -0.004 0.007
H 5.2847 3.2973 -1.9540 -0.012 0.021 -0.017
H 4.6245 2.5404 -3.4061 -0.008 -0.037 -0.001
H 2.5459 0.5704 -1.3938 -0.043 -0.002 0.006
H 2.8251 0.9694 -3.0701 0.041 -0.016 0.018
H 0.8441 2.3915 -3.1530 0.039 0.030 0.027
H 0.9531 -0.1740 -3.6961 0.012 -0.001 0.010
H 0.0106 -0.3756 -2.2069 0.086 -0.090 -0.049
H -0.6318 0.5753 -3.5504 -0.052 -0.037 0.075
H 0.6039 2.8683 -0.6742 -0.039 0.039 -0.107
H 0.1538 1.1634 -0.4613 0.054 0.016 0.028
H -1.3161 3.9874 -0.4405 -0.126 0.085 0.001
C -1.2461 -4.3234 2.7607 -0.024 -0.011 -0.028
C -0.4065 -3.1749 2.1786 -0.008 -0.099 -0.106
C -0.2165 -2.0345 3.1892 0.035 0.029 0.055
C -1.4798 -1.2128 3.4340 0.003 -0.036 -0.020
C -2.0640 -0.6933 2.1228 -0.026 0.061 0.044
C -2.3267 -1.8107 1.1065 -0.068 -0.164 -0.097
N -1.0429 -2.5789 0.9511 0.191 0.461 0.242
O -0.2059 -2.0041 0.1682 -0.103 -0.228 -0.056
C -3.4937 -2.6936 1.5552 0.055 -0.053 -0.005
C -2.6907 -1.2331 -0.2538 -0.085 0.181 -0.035
C 0.9528 -3.7376 1.7742 -0.005 0.010 0.004
H -0.5789 -5.0904 3.1525 0.006 0.025 0.043
H -1.8905 -4.0059 3.5792 -0.014 0.001 -0.026
H -1.8654 -4.7892 1.9961 0.038 -0.030 -0.008
H 0.5679 -1.3741 2.8072 -0.003 -0.016 -0.037
H 0.1525 -2.4659 4.1237 0.001 0.031 0.014
H -2.2249 -1.8032 3.9740 0.002 -0.015 -0.016
H -1.2367 -0.3686 4.0819 -0.015 -0.007 0.023
H -3.0046 -0.1656 2.3013 0.018 0.028 0.015
H -1.3713 0.0254 1.6739 0.022 -0.040 -0.034
H -3.5994 -3.5559 0.8960 -0.012 0.006 -0.003
H -4.4082 -2.1037 1.4881 -0.002 0.004 -0.015
H -3.4109 -3.0488 2.5775 -0.014 0.016 -0.014
H -1.9397 -0.5439 -0.6293 0.035 -0.017 0.033
H -3.6310 -0.6874 -0.1546 -0.007 -0.025 -0.021
H -2.8280 -2.0265 -0.9895 0.015 -0.016 0.013
H 0.8388 -4.5091 1.0113 -0.008 -0.006 0.007
H 1.4128 -4.1865 2.6561 0.004 0.004 -0.012
H 1.6098 -2.9661 1.3848 -0.005 0.015 -0.019
```
Positions in Å, forces in eV/Å.

<S²> = 0.754
2S+1 = 2
E = -1538.44081 Eh
total charge = 0

[3]
Here is 5 unconnected molecules or ions with the total composition C16H34N2O8S at a distorted geometry from OMol25. Energies are from ωB97M-V/def2-TZVPD.

XYZ file:
```
61
Properties=species:S:1:pos:R:3:forces:R:3
C -9.7752 -10.2365 -7.6548 1.533 0.687 -0.895
C -8.4542 -9.6491 -7.1610 -1.740 0.477 1.474
O -8.4742 -8.6206 -6.4829 0.138 -0.125 -0.242
N -7.2972 -10.2824 -7.3745 0.836 0.248 -0.548
C -6.9893 -11.2305 -8.4404 -0.110 -0.199 0.795
H -10.0676 -9.4363 -8.3413 -0.531 -0.403 -0.250
H -10.5275 -10.3366 -6.8823 0.216 -0.056 0.203
H -9.5641 -11.1517 -8.2049 -0.539 -0.082 0.003
H -6.5496 -9.7558 -6.9437 0.191 -0.150 -0.255
H -5.9066 -11.2841 -8.5249 -0.026 -0.185 0.031
H -7.3799 -10.9641 -9.4218 -0.188 0.149 0.111
H -7.3902 -12.1879 -8.1047 0.213 -0.246 -0.531
C -6.1913 -2.9997 -11.3676 1.437 -0.030 -0.223
C -4.9213 -2.8011 -10.5045 -0.754 0.863 -0.029
O -4.7227 -1.7317 -9.9559 0.130 -0.197 -0.095
N -4.0598 -3.8313 -10.4440 -0.483 -1.297 -0.370
C -2.8443 -3.8786 -9.6799 0.313 0.473 -0.128
H -6.7682 -3.9034 -11.1848 -0.232 0.296 0.703
H -5.8865 -3.1634 -12.4070 0.148 0.457 -0.065
H -6.6794 -2.0380 -11.2534 -0.649 -0.354 -0.152
H -4.3482 -4.6306 -10.9850 0.251 -0.134 0.186
H -2.8153 -4.6290 -8.8879 -0.363 -0.098 -0.054
H -2.7428 -2.8965 -9.2199 0.193 -0.037 -0.041
H -2.0093 -4.0733 -10.3554 0.150 0.133 0.148
C -7.5411 -4.5522 -5.7090 -0.439 -1.048 0.569
C -7.0166 -5.6265 -6.6712 0.940 2.019 -0.970
O -6.8654 -4.8871 -7.9343 -0.398 1.306 -0.603
S -7.5954 -3.4290 -7.9284 0.513 -1.317 0.068
O -8.4911 -3.3590 -9.0420 0.023 -0.162 1.018
O -6.6401 -2.3853 -7.7676 -0.304 -0.480 0.352
O -8.3626 -3.7505 -6.5407 -0.481 1.137 -0.681
H -6.8059 -3.9724 -5.1493 0.361 0.126 -0.611
H -8.1647 -4.9965 -4.9327 -0.285 0.002 -0.264
H -7.7142 -6.4156 -6.9310 0.303 -0.456 0.745
H -5.9585 -5.7951 -6.4865 -0.349 -1.218 0.571
C -1.2643 -6.8830 -3.9107 1.752 0.506 1.148
C -1.7545 -5.9364 -4.9811 -0.149 -1.610 -0.465
C -3.2469 -6.2747 -4.9196 1.345 0.979 -0.309
O -3.5070 -6.2649 -3.5136 -0.093 -0.272 -0.158
C -2.3530 -6.8554 -2.8536 -0.230 -0.200 -0.543
H -0.3250 -6.4484 -3.5492 -0.057 -0.269 0.370
H -1.0018 -7.9139 -4.1494 -0.331 0.117 -0.757
H -1.2702 -6.2300 -5.9145 -0.189 0.514 -0.221
H -1.5193 -4.9190 -4.6793 -0.221 0.125 -0.256
H -3.3724 -7.2387 -5.4209 -0.347 -0.272 0.348
H -3.7809 -5.5238 -5.5030 -0.664 0.053 0.656
H -2.5698 -7.8802 -2.5488 -0.320 0.063 0.164
H -2.0378 -6.2911 -1.9777 -0.505 0.296 -0.009
C -8.1766 -6.9993 -11.8748 0.201 1.026 -0.741
C -8.3515 -6.3557 -10.5284 0.044 0.054 1.258
C -9.7594 -6.7834 -10.1392 0.063 0.514 -1.039
O -9.9014 -8.0938 -10.6883 -0.351 -0.547 0.211
C -9.0599 -8.2459 -11.8168 1.629 0.400 0.205
H -7.1237 -7.1625 -12.1108 -0.072 -0.415 0.034
H -8.5213 -6.3125 -12.6549 -0.153 -0.020 0.065
H -8.2113 -5.2791 -10.4815 -0.183 0.022 -0.238
H -7.6620 -6.7519 -9.7757 0.105 -0.194 -0.169
H -10.4804 -6.1440 -10.6620 -0.113 0.182 0.331
H -9.9428 -6.7693 -9.0671 -0.108 -0.273 -0.022
H -9.5490 -8.3556 -12.7841 -0.537 -0.351 0.286
H -8.3529 -9.0601 -11.6314 -0.536 -0.526 -0.120
```
Positions in Å, forces in eV/Å.

E = -1739.58791 Eh
SMILES = O=S1(=O)OCCO1.CNC(C)=O.CNC(C)=O.C1CCOC1.C1CCOC1
total charge = 0

[4]
Here is 2 unconnected molecules or ions with the total composition C16H34O6S at a distorted geometry from OMol25. Energies are from ωB97M-V/def2-TZVPD.

XYZ file:
```
57
Properties=species:S:1:pos:R:3:forces:R:3
C 6.2013 2.2648 -0.5899 -0.156 0.103 0.508
C 4.6032 2.5772 -0.3038 0.260 -0.781 -0.878
C 3.6473 1.3141 -0.8373 -0.492 0.894 0.838
C 3.3266 0.2720 0.4133 0.415 -0.104 -0.150
C 4.6537 -0.7022 0.6849 -0.009 0.042 -0.613
C 2.0518 -0.7262 0.1358 0.818 0.772 1.168
O 2.5602 -1.6937 -0.8913 -4.376 0.487 0.045
S 1.0803 -2.4951 -1.2800 2.584 -8.967 -1.201
O 1.0775 -3.6751 -0.2667 -1.079 5.344 -2.301
O 1.1568 -3.2217 -2.6654 -0.698 4.785 4.346
O -0.1095 -1.2802 -1.0847 2.525 -1.107 0.830
C 0.7045 -0.1352 -0.5883 2.457 3.423 -1.473
O 0.0224 1.0239 0.0085 0.592 -3.284 0.484
C -0.3851 0.7479 1.3973 -1.218 -1.829 2.092
C -1.9522 1.2212 1.7302 0.568 0.459 -1.028
C -2.0246 2.8454 1.5258 1.184 0.371 0.898
C -2.9265 0.3472 0.7449 -0.410 0.193 0.521
C -3.9417 1.2258 -0.1947 -1.179 -1.475 -0.914
C -5.0939 0.1576 -0.7686 -0.380 0.167 1.036
C -3.2090 1.8664 -1.5331 0.308 -0.044 1.187
H 6.3800 2.2728 -1.7651 -0.228 0.043 2.635
H 6.5409 1.2184 -0.1486 -0.854 2.174 -1.020
H 6.8613 3.0781 -0.0298 -1.332 -1.627 -1.486
H 4.3768 2.7440 0.8358 0.527 -0.159 -2.252
H 4.3184 3.5326 -0.9412 0.542 -1.907 1.553
H 4.1600 0.7531 -1.7413 -1.161 1.119 1.867
H 2.6315 1.8384 -1.1782 2.143 -1.369 0.603
H 3.1355 0.8676 1.4184 0.097 -1.108 -2.228
H 5.3565 -0.2586 1.5136 -1.408 -0.730 -1.740
H 4.3539 -1.7852 1.0137 0.470 2.101 -0.617
H 5.2390 -0.7774 -0.3524 -1.192 0.038 2.442
H 1.8476 -1.2658 1.1591 0.147 0.702 -2.135
H 1.1220 0.3008 -1.5922 -0.836 -0.552 1.945
H -0.4053 -0.4397 1.5121 0.049 2.502 0.024
H 0.3624 1.1681 2.2114 -1.302 -0.533 -1.972
H -2.2477 0.9771 2.8400 0.978 0.380 -2.132
H -1.3224 3.1908 0.6250 -1.908 -0.778 1.762
H -3.1026 3.2970 1.4745 2.124 -1.020 -0.143
H -1.5178 3.3244 2.4948 -1.084 -0.970 -2.033
H -2.2422 -0.3365 0.0865 -1.527 1.315 1.024
H -3.5624 -0.3731 1.4513 1.328 1.535 -1.668
H -4.5721 2.0322 0.4191 1.705 -1.724 -1.255
H -4.6872 -0.5243 -1.6283 -0.720 1.363 1.612
H -6.0556 0.7490 -1.1197 2.072 -1.215 0.469
H -5.4500 -0.5365 0.1293 0.728 1.374 -1.933
H -2.0689 1.5495 -1.4627 -2.324 0.913 -0.364
H -3.6704 1.4298 -2.5285 0.888 1.095 2.121
H -3.3234 3.0350 -1.4435 0.433 -2.335 -0.619
C -2.7325 -4.4001 -0.3990 -0.050 -0.239 -0.050
C -3.0012 -3.2763 0.5802 0.243 -0.037 -0.267
O -1.7739 -2.7350 1.0462 0.204 0.286 0.111
H -2.1405 -5.1900 0.0749 -0.121 0.130 -0.023
H -3.6687 -4.8313 -0.7644 0.081 0.018 -0.042
H -2.1533 -4.0382 -1.2548 -0.117 -0.005 0.004
H -3.5609 -3.6468 1.4440 0.183 0.148 0.002
H -3.5816 -2.4766 0.1101 -0.222 -0.067 -0.029
H -1.2882 -2.4012 0.2725 -0.270 -0.309 0.440
```
Positions in Å, forces in eV/Å.

E = -1479.30639 Eh
SMILES = CCC[C@H](C)[C@@H]1OS(=O)(=O)O[C@H]1OC[C@@H](C)CC(C)C.CCO
total charge = 0